# 1
Below is C3H7NOS2 as an isolated structure, with properties calculated with the ωB97M-V functional and the def2-TZVPD basis.

The geometry in XYZ format:
```
14
Properties=species:S:1:pos:R:3:forces:R:3:mulliken_charge:R:1
C -0.13888 -1.41059 -0.16409 2.4 0.1 -0.5 -0.14
C -0.87203 0.80606 -0.43458 0.8 -2.2 -0.6 -0.71
C 0.18439 -0.33187 0.76337 -3.6 2.0 -0.5 0.04
N 1.49196 0.12658 0.94774 0.2 2.8 1.7 -0.41
O -1.14998 -2.03922 -0.21263 -1.7 -1.4 0.4 -0.54
S -2.57384 0.50500 0.07835 0.4 0.5 -0.6 -0.21
S 2.61420 0.12303 -0.32710 0.7 -1.5 -0.3 -0.10
H 0.60168 -1.58519 -0.95643 0.4 0.2 -0.1 0.35
H -0.65322 0.55462 -1.56139 -0.5 0.3 2.2 0.36
H -0.54230 1.81010 -0.27801 0.2 0.6 0.5 0.39
H -0.51472 -0.31208 1.69821 1.6 0.1 -1.6 0.31
H 1.50145 1.17316 1.26030 -0.3 -2.9 -0.1 0.35
H -2.40965 -0.79825 -0.24332 -0.6 0.1 0.2 0.20
H 2.46093 1.37865 -0.57042 0.0 1.5 -0.9 0.11
```
Positions in Å, forces in eV/Å.

Output
Maximum force   0.081 Eh/bohr
Orbital gap   8.654 eV
ΔE to the lowest compared entry with this formula, charge and spin   88.77 kcal/mol
Energy   -1044.760921 Ha

# 2
Below is C3H7NOS2 as an isolated structure, with properties calculated with the ωB97M-V functional and the def2-TZVPD basis.

The geometry in XYZ format:
```
14
Properties=species:S:1:pos:R:3:forces:R:3:mulliken_charge:R:1
C -2.83842 0.34545 0.02248 -5.4 1.3 1.9 -0.68
C -0.50583 0.17532 -0.02734 -3.2 0.1 -4.4 -0.45
C 2.22802 -0.19252 -0.00419 0.0 2.3 0.3 0.47
H -3.68993 -0.26612 -0.43666 0.9 0.8 0.7 0.22
H -3.32742 0.58970 1.28092 1.5 0.0 -3.8 0.19
H -2.76873 1.24821 -0.67937 0.4 -0.8 1.4 0.32
H -0.79508 0.87729 -0.94265 1.9 -1.3 1.5 0.31
H -0.25738 0.74355 0.76782 0.6 2.0 2.7 0.42
H 3.23214 -2.00124 -0.55574 0.9 4.2 3.6 0.31
H 4.25669 -0.51380 0.44996 -1.1 -0.1 -0.8 0.26
N 3.32240 -0.90681 0.24430 0.4 -5.5 -3.1 -0.54
O -1.80394 -0.46798 0.11382 3.9 -2.0 0.3 -0.26
S 0.78868 -1.07553 -0.16681 -1.5 -1.8 -0.5 -0.20
S 2.15882 1.44447 -0.06652 0.6 0.7 0.3 -0.37
```
Positions in Å, forces in eV/Å.

Output
Maximum force   0.122 Eh/bohr
Orbital gap   8.346 eV
ΔE to the lowest compared entry with this formula, charge and spin   109.23 kcal/mol
Energy   -1044.728306 Ha

# 3
Below is a 2-piece molecular cluster, C3H7NS overall, with properties calculated with the ωB97M-V functional and the def2-TZVPD basis.

The geometry in XYZ format:
```
12
Properties=species:S:1:pos:R:3:forces:R:3:mulliken_charge:R:1
C -0.76293 -0.89038 0.44424 3.1 2.0 0.0 -0.33
C -1.27992 0.38243 0.06318 -1.4 0.2 -1.8 -0.17
C 2.13261 0.76556 0.06015 -3.0 -0.4 0.6 -0.23
N -0.66447 -0.49078 -0.92882 2.2 0.9 0.9 -0.39
S 2.60858 -0.76418 0.08322 0.9 0.6 -0.2 -0.18
H 0.20716 -0.80236 0.86926 0.6 -0.3 0.7 -0.02
H -1.28236 -1.62269 0.87517 -2.6 -2.9 0.9 0.35
H -2.28692 0.60840 -0.11513 -1.7 -0.4 0.2 0.26
H -0.81171 1.29338 0.17053 1.6 1.7 0.7 0.12
H 1.29034 1.03496 0.77214 1.4 0.0 -0.2 0.15
H 2.08020 1.46608 -0.76978 1.1 -0.1 -0.2 0.27
H -1.23057 -0.98043 -1.52415 -2.2 -1.1 -1.6 0.18
```
Positions in Å, forces in eV/Å.

Output
Maximum force   0.078 Eh/bohr
Orbital gap   8.318 eV
ΔE to the lowest compared entry with this formula, charge and spin   77.14 kcal/mol
Energy   -571.315990 Ha

# 4
Below is one molecule with the formula C3H7NS, with properties calculated with the ωB97M-V functional and the def2-TZVPD basis.

The geometry in XYZ format:
```
12
Properties=species:S:1:pos:R:3:forces:R:3:mulliken_charge:R:1
C 0.85252 1.33179 0.55700 -0.6 -0.5 0.1 -0.94
C 0.10194 0.20140 -0.15504 0.4 -0.2 1.3 0.91
C 0.23588 -1.17784 0.50064 -1.4 0.6 -0.6 -1.35
H 0.26781 2.26796 0.54061 0.6 -0.3 -0.5 0.31
H 0.90947 1.04435 1.61342 0.1 0.0 -0.1 0.30
H 1.89550 1.39330 0.21486 -0.4 0.4 -0.1 0.25
H -0.39480 -1.26778 1.38666 0.1 0.5 0.2 0.32
H -0.22432 -1.85807 -0.16987 -0.3 -1.0 -0.7 0.41
H 1.17327 -1.60945 0.72892 1.4 0.3 0.2 0.35
H -2.45498 0.04742 -2.38925 0.3 -0.5 0.1 0.16
N -0.71553 0.45132 -1.09669 0.5 0.2 0.5 -0.52
S -1.64675 -0.82440 -1.73125 -0.5 0.6 -0.5 -0.19
```
Positions in Å, forces in eV/Å.

Output
Maximum force   0.032 Eh/bohr
Orbital gap   9.752 eV
ΔE to the lowest compared entry with this formula, charge and spin   17.51 kcal/mol
Energy   -571.411017 Ha

# 5
Below is C3H7NS as an isolated structure, with properties calculated with the ωB97M-V functional and the def2-TZVPD basis.

The geometry in XYZ format:
```
12
Properties=species:S:1:pos:R:3:forces:R:3:mulliken_charge:R:1
C -0.18060 0.04274 -0.30684 -1.2 -0.8 -0.5 0.12
C 0.69822 -1.10054 0.20500 -0.6 0.1 -1.2 -0.73
C 0.66475 1.12901 0.22270 2.0 1.7 -2.5 -0.70
H -1.92242 -0.88442 -0.08818 -0.5 -1.4 0.0 0.25
H -2.13268 0.61865 -0.43380 0.1 0.3 0.2 0.26
H -0.09117 0.04629 -1.41194 -0.1 0.0 0.4 0.27
H 0.52608 -1.27042 1.25912 0.0 -0.3 0.2 0.35
H 0.58178 -1.98147 -0.44096 0.5 0.0 0.6 0.39
H 0.57656 1.28356 1.24526 -0.3 0.3 1.9 0.34
H 0.70474 2.12539 -0.33452 -0.1 -1.4 0.7 0.33
N -1.56769 0.00513 0.14949 0.2 1.1 -0.1 -0.71
S 2.14243 -0.01392 -0.06533 -0.1 0.5 0.4 -0.15
```
Positions in Å, forces in eV/Å.

Output
Maximum force   0.071 Eh/bohr
Orbital gap   9.650 eV
ΔE to the lowest compared entry with this formula, charge and spin   17.44 kcal/mol
Energy   -571.411136 Ha

# 6
Below is one molecule with the formula C3H7NS2, with properties calculated with the ωB97M-V functional and the def2-TZVPD basis.

The geometry in XYZ format:
```
13
Properties=species:S:1:pos:R:3:forces:R:3:mulliken_charge:R:1
C 1.76248 -1.32355 0.81310 -0.8 1.3 -0.4 -0.70
C 0.84168 2.05271 0.12527 -1.7 -1.5 1.3 -0.84
C -1.12616 0.67904 0.26058 -0.7 -1.2 -0.9 -0.07
H 2.36668 -2.14374 0.44373 0.0 -0.2 0.2 0.31
H 2.35293 -0.57086 1.34501 0.1 -0.4 0.0 0.24
H 0.87381 -1.60046 1.38632 0.5 -0.4 0.1 0.23
H 1.87214 1.89516 0.32521 0.8 0.2 0.3 0.31
H 0.65040 2.56466 -0.75887 0.2 1.3 -1.5 0.36
H 0.25704 2.48217 0.94155 0.8 0.7 0.1 0.30
H -1.38678 1.67672 0.60031 -0.9 -0.2 0.3 0.19
N 0.17815 0.74526 -0.02687 1.0 -0.7 0.0 -0.05
S 1.10469 -0.52396 -0.70398 -0.1 -0.2 0.0 0.01
S -2.17352 -0.59915 -0.00158 0.9 1.3 0.5 -0.29
```
Positions in Å, forces in eV/Å.

Output
Maximum force   0.051 Eh/bohr
Orbital gap   8.802 eV
ΔE to the lowest compared entry with this formula, charge and spin   28.05 kcal/mol
Energy   -969.592617 Ha